1.
C5H15NO2 | ωB97M-V/def2-TZVPD

The geometry in ORCA input format:
```
! RIJCOSX wB97M-V def2-TZVPD def2/J DEFGRID3
* xyz 0 1
N 1.86224 0.90502 -3.78397
C 1.86188 0.36033 -2.35046
C 0.71932 1.11546 -1.62665
C -0.57611 0.13917 -1.62080
C -1.50160 -0.04259 -0.36948
C -0.68071 -0.34735 0.94154
O -1.19692 -0.51041 2.30528
H 2.71781 0.68444 -4.21915
H 1.03105 0.63985 -4.25311
H 1.69764 -0.71785 -2.40956
H 2.86055 0.72574 -2.06402
H 1.09199 1.46604 -0.63807
H 0.31107 1.96183 -2.14686
H -1.12947 0.49876 -2.55950
H -0.20999 -0.87074 -1.94535
H -2.05076 0.98478 -0.18130
H -2.08852 -0.96656 -0.69480
H -0.34936 -1.39875 0.85576
H 0.20670 0.27920 1.06288
H -2.14468 -0.95520 2.20857
O -0.40853 -1.13485 5.61845
H -0.56519 -2.05131 5.50107
H -0.50757 -0.80344 4.73655
*
```

SMILES: NCCCCCO.O
DFT total energy: -404.6515 hartree
ΔE to the lowest compared entry with this formula, charge and spin: 65.0 kcal per mole
LUMO: 0.026 Eh


2.
C52H57BIN9NbO20P2S | ωB97M-V/def2-TZVPD

The geometry in ORCA input format:
```
! RIJCOSX wB97M-V def2-TZVPD def2/J DEFGRID3
* xyz -1 1
C -7.15358 -2.75223 -0.11169
C -6.44241 -3.23269 -1.39200
P -4.60284 -3.19998 -1.30930
C -4.02968 -4.04923 -2.85151
C -5.11696 -4.86494 -3.58303
Nb -3.51992 -0.93382 -0.99979
C -2.71722 1.17067 -0.67486
B -3.73525 2.26427 -0.27877
O -4.08771 3.29834 -1.16222
O -4.29394 2.30487 0.99648
C -1.98672 -1.71389 0.48477
C -0.54530 -1.98183 0.01020
C 0.19086 -0.82250 -0.65250
I -0.35466 -3.80074 -1.14809
N -2.31899 -1.23735 -2.70645
C -2.25447 -0.30892 -3.48198
O -2.19670 0.54188 -4.28349
O -4.87754 -0.56975 0.52510
C -4.70844 -1.20326 1.60684
N -4.67922 -1.97805 2.47293
P -5.36588 -0.01051 -2.65849
O -5.05345 1.48441 -3.25595
O -6.83677 0.18821 -1.90670
S -5.61969 -1.16297 -4.23975
H -6.65624 -3.14336 0.77538
H -8.18054 -3.11832 -0.15350
H -7.19923 -1.66576 -0.07675
H -6.73781 -4.27599 -1.53375
H -6.84635 -2.69114 -2.24913
H -3.28361 -4.77805 -2.52947
H -3.61837 -3.34159 -3.56894
H -5.63165 -5.54836 -2.90507
H -5.82450 -4.21850 -4.09753
H -4.61378 -5.51916 -4.30435
H -2.05053 1.05581 0.18860
H -2.11150 1.55702 -1.50035
H -5.03866 3.44100 -1.17786
H -5.02819 2.92628 1.01115
H -1.88657 -1.06073 1.36092
H -2.36758 -2.66964 0.84867
H 0.02779 -2.22154 0.90614
H 0.09445 -0.79739 -1.73563
H 1.25756 -0.95431 -0.44837
H -0.08786 0.14078 -0.22626
H -4.93851 1.42897 -4.21392
H -6.88706 1.12368 -1.66516
C 6.83796 1.06650 -0.28631
C 7.27809 0.28105 0.77109
C 6.40780 -0.60217 1.38913
C 5.10521 -0.68424 0.93126
C 4.64616 0.09442 -0.11588
C 5.52353 0.97581 -0.72630
N 4.17935 -1.63224 1.57158
O 4.59750 -2.28805 2.50585
O 3.04945 -1.69170 1.13427
H 7.52198 1.75168 -0.76986
H 8.30100 0.35489 1.11372
H 6.74388 -1.21461 2.21280
H 3.62307 0.01789 -0.45522
H 5.18179 1.59021 -1.54774
C 2.11177 0.03702 5.81592
C 2.75287 0.42971 6.98512
C 4.08180 0.81794 6.95306
C 4.74852 0.80924 5.74014
C 4.12825 0.41703 4.56899
C 2.79961 0.02719 4.61014
N 6.15052 1.23768 5.69183
O 6.68570 1.56541 6.73772
O 6.70827 1.25031 4.61167
H 1.07229 -0.26179 5.84446
H 2.21486 0.43476 7.92298
H 4.58435 1.12246 7.85897
H 4.66525 0.41245 3.63164
H 2.30010 -0.28212 3.70166
C -1.21093 -8.40390 -8.81975
C -2.01883 -7.37267 -9.28032
C -3.01521 -6.85489 -8.46829
C -3.18307 -7.38026 -7.20091
C -2.39312 -8.41062 -6.72691
C -1.40059 -8.92422 -7.54639
N -4.22612 -6.81741 -6.32725
O -4.91538 -5.92733 -6.77598
O -4.32871 -7.27877 -5.20486
H -0.43004 -8.80219 -9.45455
H -1.87068 -6.96850 -10.27235
H -3.64636 -6.05236 -8.82010
H -2.54353 -8.80840 -5.73436
H -0.77217 -9.72861 -7.18937
C -5.31435 -0.55520 6.01851
C -5.55720 -0.16171 7.32918
C -6.55990 -0.77269 8.06382
C -7.30404 -1.77623 7.46925
C -7.07995 -2.17602 6.16291
C -6.07554 -1.55759 5.43320
N -8.35452 -2.44150 8.25478
O -8.54172 -2.05533 9.39398
O -8.97609 -3.34092 7.72563
H -4.52737 -0.08092 5.44632
H -4.96237 0.62119 7.78065
H -6.75342 -0.47124 9.08240
H -7.67405 -2.95839 5.71469
H -5.87667 -1.85184 4.41066
C -10.14397 1.48010 -6.96212
C -11.18131 0.56677 -7.10409
C -11.22789 -0.55975 -6.29973
C -10.23181 -0.75237 -5.35836
C -9.18785 0.14138 -5.20698
C -9.14901 1.26473 -6.01900
N -10.29923 -1.94013 -4.48847
O -11.22506 -2.71374 -4.66811
O -9.44051 -2.07364 -3.64747
H -10.11207 2.36220 -7.58915
H -11.95580 0.73394 -7.84068
H -12.03130 -1.27335 -6.40514
H -8.40814 -0.01817 -4.47392
H -8.33867 1.97276 -5.91108
C 8.05283 4.07180 5.53381
C 7.91931 5.45456 5.56197
C 8.95629 6.26343 5.12618
C 10.11582 5.66753 4.66343
C 10.26954 4.29197 4.63357
C 9.22730 3.49291 5.07341
N 11.20934 6.51867 4.18070
O 11.05943 7.72388 4.23382
O 12.20861 5.97216 3.74908
H 7.24364 3.44150 5.86880
H 7.00386 5.90360 5.92228
H 8.85714 7.33848 5.14651
H 11.18424 3.84601 4.27240
H 9.32461 2.41649 5.05579
C 12.30450 8.07915 0.99398
C 12.28926 8.92559 -0.10802
C 12.99361 8.59126 -1.25321
C 13.70337 7.40458 -1.27627
C 13.73526 6.55231 -0.18731
C 13.02932 6.89475 0.95640
N 14.43597 7.03457 -2.49764
O 14.40700 7.81155 -3.43176
O 15.02638 5.97262 -2.50293
H 11.75117 8.34174 1.88590
H 11.72526 9.84788 -0.07541
H 12.98505 9.24614 -2.11168
H 14.29925 5.63222 -0.22442
H 13.04148 6.24397 1.81304
*
```

DFT total energy: -5473.3325 hartree
LUMO: 0.008 Eh


3.
C4H6ClFN2 | ωB97M-V/def2-TZVPD

The geometry in ORCA input format:
```
! RIJCOSX wB97M-V def2-TZVPD def2/J DEFGRID3
* xyz 0 1
F 2.63957 0.71191 0.48295
C 1.94202 0.33944 -0.64716
C 0.57211 -0.14716 -0.30536
N 0.04494 -1.17039 -0.79618
N -1.33085 -1.20651 -0.50014
C -1.47663 -0.33249 0.70187
C -0.40781 0.72555 0.49628
Cl -1.04736 2.14123 -0.48743
H 2.48437 -0.46348 -1.14530
H 1.87703 1.24571 -1.27231
H -1.67322 -2.13114 -0.34256
H -2.51139 0.05688 0.83835
H -1.10589 -0.93493 1.56643
H -0.00687 1.16537 1.41055
*
```

SMILES: FCC1=NNC[C@@H]1Cl
DFT total energy: -825.5490 hartree
ΔE to the lowest compared entry with this formula, charge and spin: 14.9 kcal per mole
LUMO: 0.031 Eh


4.
C37H52N7O3PRuSe | ωB97M-V/def2-TZVPD

The geometry in ORCA input format:
```
! RIJCOSX wB97M-V def2-TZVPD def2/J DEFGRID3
* xyz 4 5
Ru 0.11310 -1.04188 1.24959
C -1.17104 -2.43121 3.89071
N -0.91147 -1.03398 3.45489
C -0.02330 -0.28307 4.36473
C 1.39953 -0.47793 3.95890
N 1.73205 -0.83839 2.69601
C 3.07759 -0.86173 2.64452
C 3.96093 -1.17901 1.55917
C 5.29531 -1.11607 1.81030
C 5.79594 -0.74646 3.11375
C 4.93157 -0.43028 4.20506
C 3.59701 -0.49584 3.94113
N 2.46721 -0.26733 4.72153
C -0.72989 -3.40475 2.83982
N -0.10702 -3.02496 1.72635
C 0.25783 -4.19642 1.04830
C 0.97751 -4.37995 -0.12813
C 1.18975 -5.68449 -0.53048
C 0.70407 -6.77346 0.21369
C 0.00098 -6.59758 1.39065
C -0.20230 -5.28298 1.78835
N -0.82817 -4.73123 2.91191
H -0.60796 -2.64138 4.80432
H -2.22461 -2.57249 4.13837
H -1.79211 -0.53222 3.39343
H -0.26048 0.78335 4.29227
H -0.16887 -0.57218 5.40968
H 3.57921 -1.48080 0.59273
H 6.00861 -1.35795 1.03384
H 6.86810 -0.71722 3.27030
H 5.32804 -0.16231 5.17693
H 2.46051 -0.01163 5.70350
H 1.35749 -3.54394 -0.70525
H 1.74777 -5.88064 -1.43585
H 0.89683 -7.77704 -0.13982
H -0.35813 -7.43977 1.96656
H -1.25348 -5.25410 3.66621
C 2.75330 4.52785 -1.27936
C 3.74666 3.45772 -1.72906
C 3.48887 2.06159 -1.16092
C 2.38142 1.25385 -1.83189
N 1.06804 1.90722 -1.85247
C 0.18211 1.98935 -0.84563
Se 0.53442 1.36062 0.91163
N -0.88389 2.69135 -1.22617
C -2.03843 3.11420 -0.40732
C -2.02150 4.61535 -0.14324
C -0.87354 5.08630 0.74466
C -0.97453 4.59240 2.18491
C -0.71040 3.06836 -2.55826
C -1.53871 3.78045 -3.43434
C -1.04738 3.98396 -4.70611
C 0.21068 3.50274 -5.10688
C 1.01889 2.78370 -4.24714
C 0.52319 2.57269 -2.96039
H 3.16520 5.52195 -1.44530
H 2.54617 4.44173 -0.20844
H 1.80473 4.49504 -1.81625
H 4.74226 3.76048 -1.40103
H 3.80609 3.41237 -2.81975
H 3.30012 2.13450 -0.08367
H 4.39075 1.45081 -1.27551
H 2.24409 0.28340 -1.34818
H 2.62863 1.06631 -2.87585
H -2.00371 2.53631 0.51526
H -2.92937 2.80915 -0.95727
H -2.97354 4.86508 0.33262
H -2.01243 5.15162 -1.09242
H -0.88160 6.17665 0.75029
H 0.08785 4.80495 0.29999
H -1.95022 4.83713 2.60758
H -0.22153 5.06920 2.81185
H -0.83619 3.50930 2.26824
H -2.50819 4.16019 -3.14443
H -1.64188 4.53348 -5.42299
H 0.54146 3.70793 -6.11525
H 1.98582 2.41307 -4.55849
C -3.46746 -4.26217 -1.81247
C -2.26479 -3.76787 -1.05531
O -2.44832 -2.32743 -0.81994
P -1.61819 -1.06990 -0.44316
O -2.73066 -0.06920 0.04385
C -4.07731 -0.41781 0.53550
C -5.09846 -0.21855 -0.55240
O -0.98309 -0.44259 -1.72878
C -1.67466 -0.42403 -3.04363
C -1.19969 -1.56084 -3.90720
H -3.44945 -5.35216 -1.83608
H -3.47336 -3.90257 -2.84016
H -4.38893 -3.95410 -1.31997
H -1.33631 -3.89963 -1.60902
H -2.17564 -4.23562 -0.07647
H -4.24143 0.25461 1.37536
H -4.06167 -1.44846 0.88978
H -5.12708 0.82013 -0.87840
H -6.08672 -0.47592 -0.17022
H -4.89139 -0.86175 -1.40749
H -1.40865 0.54187 -3.46677
H -2.74960 -0.44650 -2.86473
H -0.11608 -1.53950 -4.01969
H -1.64295 -1.46325 -4.89859
H -1.49993 -2.52779 -3.50494
*
```

DFT total energy: -4886.5354 hartree
ΔE to the lowest compared entry with this formula, charge and spin: 0.0 kcal per mole
LUMO (alpha / beta): -0.406 / -0.534 Eh